1.
Computed, not measured: 5 unconnected molecules or ions with the total composition C2H13NO5, with wB97M-V/def2-TZVPD.

Geometry as ORCA input:
```
! wB97M-V def2-TZVPD RIJCOSX def2/J DEFGRID3
* xyz 1 2
O 2.26 0.75 0.48
O 1.05 -0.72 -2.40
O -1.00 -1.62 -1.02
O -0.94 -1.72 1.65
O -2.32 0.94 -1.44
N 0.39 2.15 1.28
C 1.46 0.05 1.05
C 0.12 0.69 1.33
H -0.73 0.30 0.71
H -3.14 1.41 -1.28
H 1.63 -1.03 1.33
H -1.84 -1.33 -1.38
H -0.26 0.39 2.35
H -0.40 -1.52 -1.79
H -1.84 0.77 -0.62
H -0.38 -1.92 0.90
H 0.93 -0.30 -3.27
H 0.45 2.51 0.34
H -1.71 -2.27 1.64
H 1.60 -0.06 -1.95
H 1.16 2.31 1.88
*
```

Computed properties:
frontier orbital gap (spin up / spin down) = 10.2 / 5.4 eV
lowest unoccupied orbital energy (spin up / spin down) = -4.23 / -9.09 eV
energy relative to the best compared isomer or geometry (same formula, charge and spin) = 2.311 eV
energy = -14002.26616 eV
E_HOMO (spin up / spin down) = -14.466 / -14.466 eV

---

2.
Computed, not measured: 4 unconnected molecules or ions with the total composition C2H14N2O3, with wB97M-V/def2-TZVPD.

Geometry as ORCA input:
```
! wB97M-V def2-TZVPD RIJCOSX def2/J DEFGRID3
* xyz 0 1
O 1.38 -1.57 -3.63
O -1.91 -2.53 2.90
O 1.25 1.46 -2.18
N 0.30 -1.12 0.38
N 0.26 2.18 0.50
C -0.74 -0.07 0.44
C -0.29 1.08 1.35
H 1.22 1.55 -1.22
H -1.27 -1.94 3.32
H 1.12 -0.68 -0.03
H 0.64 2.88 1.10
H 1.18 -2.21 -2.93
H -0.95 0.31 -0.56
H 0.07 -1.77 -0.36
H -1.11 1.39 2.00
H 0.58 0.71 1.90
H 2.18 -1.97 -4.01
H 0.88 2.29 -2.54
H -2.64 -1.97 2.69
H -1.61 -0.54 0.91
H -0.53 2.51 -0.04
*
```

Computed properties:
frontier orbital gap = 10.3 eV
lowest unoccupied orbital energy = 0.74 eV
energy relative to the best compared isomer or geometry (same formula, charge and spin) = 1.173 eV
energy = -11423.25350 eV
SMILES = NCCN.O.O.O
E_HOMO = -9.585 eV

---

3.
Computed, not measured: 4 unconnected molecules or ions with the total composition C2H14N2O3, with wB97M-V/def2-TZVPD.

Geometry as ORCA input:
```
! wB97M-V def2-TZVPD RIJCOSX def2/J DEFGRID3
* xyz 0 1
O -3.73 -0.61 0.70
O 1.65 -2.09 -1.82
O 3.05 0.18 0.41
N -1.19 -0.57 -0.99
N 0.68 1.52 1.47
C -0.19 0.36 1.11
C -0.45 0.57 -0.45
H -1.05 0.21 1.76
H 0.48 0.59 -0.96
H 2.35 -1.47 -1.50
H 0.40 -0.59 1.21
H -0.42 -1.26 -1.11
H 3.35 0.83 -0.26
H 0.40 2.44 0.98
H 2.24 0.53 0.84
H -4.56 -0.26 0.28
H 0.67 1.82 2.39
H 1.85 -2.95 -1.41
H -1.40 -0.24 -1.92
H -3.06 -0.49 0.00
H -1.05 1.48 -0.72
*
```

Computed properties:
frontier orbital gap = 10.5 eV
lowest unoccupied orbital energy = 0.72 eV
energy relative to the best compared isomer or geometry (same formula, charge and spin) = 1.019 eV
energy = -11423.40739 eV
SMILES = NCCN.O.O.O
E_HOMO = -9.806 eV

---

4.
Computed, not measured: 2 unconnected molecules or ions with the total composition C2H14N9O2P2, with wB97M-V/def2-TZVPD.

Geometry as ORCA input:
```
! wB97M-V def2-TZVPD RIJCOSX def2/J DEFGRID3
* xyz 1 1
P 2.55 -0.85 0.09
P -1.07 -1.38 -0.10
O 3.66 -0.05 0.47
O 0.02 -2.33 -0.33
N -1.44 -1.39 1.47
N 1.70 2.78 -0.01
N 2.03 -1.94 1.21
N 2.31 -1.11 -1.50
N 0.61 0.66 0.12
N -0.56 0.14 -0.40
N -2.11 1.37 0.72
N -2.36 -1.72 -1.10
N -0.52 2.35 -0.79
C 0.66 1.90 -0.23
C -1.50 1.26 -0.52
H 1.43 -2.77 0.78
H -0.89 3.22 -0.57
H -1.44 1.35 1.51
H -2.17 1.11 -1.37
H 2.76 -0.36 -2.05
H 2.46 2.33 0.45
H -1.16 -2.31 1.85
H 2.43 -1.89 2.14
H -2.77 2.25 0.70
H -2.28 -2.76 -1.42
H -2.21 -0.93 1.89
H -3.23 -1.54 -0.75
H 1.82 3.70 -0.46
H 1.28 -1.09 -1.79
*
```

Computed properties:
frontier orbital gap = 9.5 eV
lowest unoccupied orbital energy = -2.60 eV
energy relative to the best compared isomer or geometry (same formula, charge and spin) = 1.381 eV
energy = -38381.59561 eV
E_HOMO = -12.082 eV

---

5.
Computed, not measured: 5 unconnected molecules or ions with the total composition C2H14NO5, with wB97M-V/def2-TZVPD.

Geometry as ORCA input:
```
! wB97M-V def2-TZVPD RIJCOSX def2/J DEFGRID3
* xyz -1 1
O 0.10 -0.50 2.94
O -0.63 -1.97 -0.71
O -1.49 0.35 -0.77
O 3.57 0.68 0.29
O -2.87 -0.52 1.33
N 0.86 0.78 -0.91
C 0.90 0.52 -2.35
C -0.44 1.09 -0.33
H 0.42 1.35 -2.88
H -1.07 -0.99 -0.83
H 0.90 -1.04 2.95
H 3.06 1.15 -0.39
H -0.21 -0.61 2.03
H 2.96 0.57 1.02
H -2.08 0.05 1.24
H 1.16 -0.06 -0.44
H -3.00 -0.63 0.37
H 0.27 -0.34 -2.73
H -0.40 0.79 0.81
H -0.83 2.12 -0.37
H -1.40 -2.42 -0.33
H 1.85 0.47 -2.85
*
```

Computed properties:
frontier orbital gap = 7.7 eV
lowest unoccupied orbital energy = 3.53 eV
energy relative to the best compared isomer or geometry (same formula, charge and spin) = 1.530 eV
energy = -14028.99357 eV
E_HOMO = -4.170 eV

---

6.
Computed, not measured: 5 unconnected molecules or ions with the total composition C2H14O4, with wB97M-V/def2-TZVPD.

Geometry as ORCA input:
```
! wB97M-V def2-TZVPD RIJCOSX def2/J DEFGRID3
* xyz 0 1
O 0.87 -0.87 2.69
O 2.96 0.48 -2.66
O 3.73 -2.23 -1.85
O 2.67 1.34 1.37
C -4.53 -0.03 0.01
C -3.50 1.04 0.38
H 4.67 -2.26 -1.90
H -4.51 -0.23 -1.05
H 1.35 -0.75 1.86
H -5.55 0.09 0.36
H -3.23 1.08 1.43
H 2.59 -0.39 -2.80
H 3.57 1.09 1.15
H -4.21 -0.95 0.53
H 2.42 1.71 0.51
H -2.63 0.96 -0.27
H -3.82 2.06 0.12
H 0.73 0.05 2.99
H 2.81 0.65 -1.73
H 3.60 -2.85 -1.13
*
```

Computed properties:
frontier orbital gap = 11.3 eV
lowest unoccupied orbital energy = 0.13 eV
energy relative to the best compared isomer or geometry (same formula, charge and spin) = 0.895 eV
energy = -10490.68275 eV
SMILES = CC.O.O.O.O
E_HOMO = -11.207 eV

---

7.
Computed, not measured: 5 unconnected molecules or ions with the total composition C2H14O4S, with wB97M-V/def2-TZVPD.

Geometry as ORCA input:
```
! wB97M-V def2-TZVPD RIJCOSX def2/J DEFGRID3
* xyz 0 1
S -1.05 -0.10 -2.20
O 0.86 1.68 3.46
O -1.23 -1.95 0.73
O -0.70 1.71 0.47
O 1.04 -1.01 2.09
C 0.31 -1.29 -2.15
C -0.09 1.38 -2.59
H 0.84 1.41 -2.04
H -1.01 -1.30 0.04
H -2.17 -2.13 0.61
H -0.17 0.90 0.50
H 1.40 -1.66 2.71
H 0.99 -1.13 -1.31
H 0.19 -1.38 1.79
H -0.62 2.23 -2.18
H 0.98 0.72 3.43
H -0.41 2.16 1.28
H -0.07 1.50 -3.67
H 0.87 -1.29 -3.06
H 0.17 1.82 4.12
H -0.12 -2.28 -2.04
*
```

Computed properties:
frontier orbital gap = 9.3 eV
lowest unoccupied orbital energy = 0.54 eV
energy relative to the best compared isomer or geometry (same formula, charge and spin) = 0.524 eV
energy = -21326.48944 eV
SMILES = CSC.O.O.O.O
E_HOMO = -8.742 eV

---

8.
Computed, not measured: 6 unconnected molecules or ions with the total composition C2H14O6, with wB97M-V/def2-TZVPD.

Geometry as ORCA input:
```
! wB97M-V def2-TZVPD RIJCOSX def2/J DEFGRID3
* xyz 0 1
O 1.26 2.21 0.61
O -0.04 -3.08 0.12
O 1.09 -0.62 -2.67
O 1.66 -0.38 0.14
O 1.92 -2.72 2.85
O -1.28 1.56 -0.23
C -3.63 1.64 -0.59
C -2.43 2.22 -0.44
H -4.56 2.21 -0.79
H 1.27 0.05 -2.01
H 0.31 2.02 0.50
H 2.49 -0.56 0.59
H 0.41 -0.22 -3.23
H -2.28 3.31 -0.46
H -0.75 -2.50 0.40
H -0.96 0.95 -0.90
H 0.60 -2.52 -0.34
H 2.06 -3.14 1.98
H 1.50 0.56 0.44
H 1.69 -1.82 2.57
H 1.28 2.30 1.61
H -3.81 0.61 -0.70
*
```

Computed properties:
frontier orbital gap = 10.4 eV
lowest unoccupied orbital energy = 0.08 eV
energy relative to the best compared isomer or geometry (same formula, charge and spin) = 1.021 eV
energy = -14584.98109 eV
SMILES = C=CO.O.O.O.O.O
E_HOMO = -10.282 eV

---

9.
Computed, not measured: 6 unconnected molecules or ions with the total composition C2H14O6, with wB97M-V/def2-TZVPD.

Geometry as ORCA input:
```
! wB97M-V def2-TZVPD RIJCOSX def2/J DEFGRID3
* xyz 0 1
O 0.28 1.86 1.68
O -1.56 -0.66 1.93
O 0.37 -1.92 0.91
O 2.29 1.48 -0.56
O 2.43 -1.29 -1.21
O -3.06 -0.43 -0.21
C -1.06 0.26 -1.23
C -2.46 0.10 -1.15
H 2.94 1.56 -1.29
H -1.30 0.24 2.14
H 2.18 0.52 -0.51
H -0.23 -1.44 1.37
H 1.85 -1.64 -0.58
H -0.80 0.01 -2.33
H -2.87 0.34 -2.14
H 0.33 2.57 2.35
H -0.92 1.38 -1.35
H -2.28 -0.64 1.33
H 0.05 -2.88 1.19
H 0.91 1.97 1.04
H -0.43 -0.15 -0.53
H 3.33 -1.26 -0.84
*
```

Computed properties:
frontier orbital gap = 10.8 eV
lowest unoccupied orbital energy = 0.58 eV
energy relative to the best compared isomer or geometry (same formula, charge and spin) = 0.620 eV
energy = -14585.38239 eV
SMILES = CC=O.O.O.O.O.O
E_HOMO = -10.239 eV

---

10.
Computed, not measured: a molecular structure, C2H14O7Sn, with wB97M-V/def2-TZVPD.

Geometry as ORCA input:
```
! wB97M-V def2-TZVPD RIJCOSX def2/J DEFGRID3
* xyz 0 1
Sn 0.13 0.11 -0.26
O 1.47 2.43 -0.19
O -1.31 -0.25 1.93
O 1.29 0.71 2.33
O 2.72 -0.05 -0.29
O -1.21 -1.79 -1.16
O -1.33 1.26 -1.91
O 1.01 -2.29 0.60
C -2.10 0.23 -2.34
C -2.26 -0.91 -1.26
H -2.15 0.03 2.16
H 1.00 1.39 2.92
H 1.26 3.20 -0.72
H 0.85 -2.91 -0.09
H 3.38 -0.49 -0.86
H 1.62 -2.75 1.17
H -2.42 -0.50 -0.31
H -0.85 -0.61 2.66
H -3.16 -1.54 -1.46
H -3.03 0.75 -2.42
H 1.34 2.77 0.71
H -1.49 -0.06 -3.24
H 2.21 0.40 2.47
H 3.02 0.85 -0.44
*
```

Computed properties:
frontier orbital gap = 5.8 eV
lowest unoccupied orbital energy = -0.33 eV
energy = -22461.58356 eV
E_HOMO = -6.137 eV

---

11.
Computed, not measured: a molecular structure, C2H15B3Cl2HfO2, with wB97M-V/def2-TZVPD.

Geometry as ORCA input:
```
! wB97M-V def2-TZVPD RIJCOSX def2/J DEFGRID3
* xyz -2 1
Hf -3.48 34.87 -18.06
Cl -3.41 37.63 -17.98
Cl -5.94 35.21 -19.14
O -4.72 35.15 -15.99
O -2.59 34.94 -15.81
C -3.80 35.36 -13.78
C -3.70 35.14 -15.26
B -3.83 32.51 -17.80
B -2.94 34.64 -20.60
B -0.80 34.85 -18.15
H -4.31 36.31 -13.60
H -0.22 35.10 -19.18
H -3.36 32.84 -16.77
H -3.77 34.01 -20.03
H -1.99 33.90 -20.63
H -3.03 32.72 -18.64
H -1.50 35.81 -18.00
H -2.80 35.36 -13.35
H -4.31 31.42 -17.89
H -4.76 33.22 -18.02
H -0.04 34.79 -17.20
H -4.39 34.56 -13.34
H -1.47 33.87 -18.20
H -2.83 35.69 -20.04
H -3.31 34.90 -21.72
*
```

Computed properties:
frontier orbital gap = 7.8 eV
lowest unoccupied orbital energy = 5.26 eV
energy relative to the best compared isomer or geometry (same formula, charge and spin) = 0.000 eV
energy = -34796.62122 eV
E_HOMO = -2.523 eV

---

12.
Computed, not measured: 4 unconnected molecules or ions with the total composition C2H15N2O3, with wB97M-V/def2-TZVPD.

Geometry as ORCA input:
```
! wB97M-V def2-TZVPD RIJCOSX def2/J DEFGRID3
* xyz 1 1
O 0.13 3.25 -1.54
O -0.36 5.70 0.12
O 1.29 0.75 0.19
N 0.99 -3.23 0.83
N -0.73 -1.14 0.65
C 0.08 -3.25 -0.32
C -1.14 -2.43 0.03
H 0.95 1.15 -0.63
H -0.24 4.00 -1.04
H 1.94 -3.02 0.55
H 0.58 -2.75 -1.14
H -1.84 -2.94 0.69
H 0.96 -4.06 1.40
H -1.51 -0.81 1.22
H -1.77 -2.24 -0.84
H 0.06 -1.45 1.25
H 0.07 3.50 -2.47
H -0.41 -0.39 0.04
H -1.01 5.81 0.82
H 1.90 1.41 0.54
H -0.24 -4.23 -0.68
H 0.29 6.38 0.34
*
```

Computed properties:
frontier orbital gap = 11.1 eV
lowest unoccupied orbital energy = -2.82 eV
energy relative to the best compared isomer or geometry (same formula, charge and spin) = 0.184 eV
energy = -11434.40017 eV
E_HOMO = -13.971 eV

---

M for every record listed, in sequence, given in g/mol: 131.1 114.1 114.1 258.1 132.1 102.1 134.2 134.1 134.1 268.8 353.0 115.2.